{
  "formula": "C4H10Si",
  "method": "ωB97M-V/def2-TZVPD",
  "total_energy_ev": -12185.1411,
  "molar_mass_da": 86.21,
  "homo_energy_ev": -9.0,
  "lumo_ev": 0.9,
  "de_lowest_ev": 1.060,
  "homo_lumo_gap_ev": 9.9,
  "symbols": ["C", "C", "C", "C", "Si", "H", "H", "H", "H", "H", "H", "H", "H", "H", "H"],
  "positions_angstrom": [[1.470, -0.544, -0.459], [0.131, 0.032, 0.075], [-0.186, -0.435, 1.510], [-1.192, -0.150, -0.901], [-0.644, 1.634, -0.624], [2.174, -0.312, 0.378], [1.684, -0.022, -1.433], [1.453, -1.625, -0.842], [-1.137, -0.260, 1.988], [0.546, -0.261, 2.298], [-0.290, -1.595, 1.395], [-1.087, -0.422, -1.936], [-2.060, -0.581, -0.392], [-0.053, 2.030, -1.926], [-1.473, 2.982, -0.194]],
  "nbo_charge": [-0.625, -0.343, -0.631, -0.824, 0.950, 0.220, 0.216, 0.217, 0.221, 0.217, 0.200, 0.236, 0.236, -0.172, -0.117]
}

***

{
  "formula": "C5H10N3",
  "method": "ωB97M-V/def2-TZVPD",
  "total_energy_ev": -9807.6991,
  "molar_mass_da": 112.16,
  "total_charge": 1,
  "homo_energy_ev": -13.4,
  "lumo_ev": -3.6,
  "de_lowest_ev": 4.049,
  "homo_lumo_gap_ev": 9.7,
  "symbols": ["C", "C", "C", "C", "C", "N", "N", "N", "H", "H", "H", "H", "H", "H", "H", "H", "H", "H"],
  "positions_angstrom": [[0.128, 0.658, -0.276], [2.184, 1.437, -0.740], [-1.381, -0.948, 0.467], [-2.075, 0.390, 0.188], [0.854, -1.837, -0.094], [2.689, 2.055, 0.120], [0.001, -0.645, 0.021], [-1.010, 1.333, -0.201], [2.413, 1.261, -1.767], [-1.283, -1.262, 1.499], [-1.753, -1.813, -0.115], [-2.743, 0.420, -0.602], [-2.610, 0.858, 1.090], [0.432, -2.720, -0.606], [1.732, -1.484, -0.490], [1.086, -2.166, 0.951], [2.494, 2.123, 1.082], [-1.157, 2.341, -0.527]],
  "nbo_charge": [0.382, 0.331, -0.239, -0.241, -0.397, -0.518, -0.401, -0.592, 0.231, 0.220, 0.226, 0.221, 0.229, 0.236, 0.213, 0.216, 0.425, 0.457]
}

***

{
  "formula": "C18H15F3N4O4S",
  "method": "ωB97M-V/def2-TZVPD",
  "total_energy_ev": -52047.6821,
  "molar_mass_da": 440.40,
  "homo_energy_ev": -9.0,
  "lumo_ev": 0.1,
  "de_lowest_ev": 0.304,
  "homo_lumo_gap_ev": 9.1,
  "symbols": ["C", "C", "C", "C", "N", "S", "O", "O", "C", "C", "C", "C", "N", "C", "O", "N", "C", "C", "C", "C", "C", "C", "F", "F", "F", "C", "C", "C", "N", "O", "H", "H", "H", "H", "H", "H", "H", "H", "H", "H", "H", "H", "H", "H", "H"],
  "positions_angstrom": [[-4.570, 3.927, 3.549], [-3.706, 4.064, 2.352], [-2.400, 4.428, 2.200], [-2.199, 4.368, 0.795], [-1.040, 4.665, 0.124], [0.424, 4.088, 0.737], [0.591, 4.599, 2.059], [1.397, 4.376, -0.267], [0.120, 2.330, 0.811], [0.209, 1.589, -0.351], [-0.094, 0.241, -0.331], [-0.484, -0.371, 0.865], [-0.813, -1.718, 0.941], [-0.388, -2.814, 0.207], [-0.993, -3.857, 0.277], [0.761, -2.602, -0.509], [1.408, -3.487, -1.367], [0.883, -4.730, -1.718], [1.573, -5.550, -2.590], [2.787, -5.160, -3.131], [3.304, -3.922, -2.780], [4.611, -3.436, -3.340], [4.455, -2.330, -4.095], [5.482, -3.096, -2.371], [5.232, -4.336, -4.110], [2.627, -3.084, -1.908], [-0.594, 0.405, 2.023], [-0.291, 1.751, 1.996], [-3.296, 3.987, 0.183], [-4.238, 3.804, 1.146], [-3.987, 4.108, 4.446], [-5.389, 4.643, 3.501], [-5.002, 2.929, 3.587], [-1.679, 4.717, 2.933], [-1.115, 4.605, -0.881], [0.519, 2.077, -1.261], [-0.074, -0.322, -1.252], [-1.490, -1.970, 1.650], [1.255, -1.737, -0.334], [-0.057, -5.044, -1.297], [1.158, -6.511, -2.853], [3.324, -5.801, -3.811], [3.051, -2.124, -1.651], [-0.918, -0.061, 2.942], [-0.354, 2.361, 2.882]],
  "nbo_charge": [-0.661, 0.349, -0.394, 0.287, -0.839, 2.325, -0.924, -0.921, -0.372, -0.147, -0.300, 0.255, -0.648, 0.796, -0.618, -0.643, 0.245, -0.247, -0.188, -0.202, -0.127, 0.973, -0.327, -0.326, -0.319, -0.251, -0.254, -0.161, -0.174, -0.272, 0.234, 0.239, 0.236, 0.258, 0.426, 0.241, 0.234, 0.417, 0.407, 0.258, 0.221, 0.232, 0.221, 0.219, 0.246]
}

***

{
  "formula": "C5H12NO",
  "method": "ωB97M-V/def2-TZVPD",
  "total_energy_ev": -8908.9034,
  "molar_mass_da": 102.16,
  "total_charge": 1,
  "homo_energy_ev": -13.6,
  "lumo_ev": -3.2,
  "de_lowest_ev": 1.726,
  "homo_lumo_gap_ev": 10.4,
  "symbols": ["C", "O", "C", "C", "H", "H", "H", "H", "H", "H", "C", "C", "N", "H", "H", "H", "H", "H", "H"],
  "positions_angstrom": [[-0.040, 0.041, 1.954], [0.213, -1.259, 1.310], [-1.177, 0.717, 1.247], [-2.288, 1.083, 1.889], [0.898, 0.598, 1.889], [-0.300, -0.125, 2.993], [-0.652, -1.695, 1.371], [-1.197, 0.773, 0.166], [-3.191, 1.293, 1.332], [-2.355, 1.086, 2.970], [0.948, 0.283, -1.842], [0.818, 0.199, -3.154], [1.430, -0.876, -1.053], [0.756, 1.112, -1.181], [0.255, 0.933, -3.710], [1.213, -0.639, -3.713], [0.980, -0.932, -0.064], [1.255, -1.749, -1.543], [2.434, -0.841, -0.861]],
  "nbo_charge": [-0.113, -0.744, -0.274, -0.313, 0.190, 0.210, 0.503, 0.196, 0.218, 0.207, -0.070, -0.328, -0.732, 0.228, 0.251, 0.221, 0.480, 0.436, 0.435]
}

***

{
  "formula": "C3H11O3",
  "method": "ωB97M-V/def2-TZVPD",
  "total_energy_ev": -9431.2493,
  "molar_mass_da": 95.12,
  "total_charge": -1,
  "homo_energy_ev": -3.9,
  "lumo_ev": 4.1,
  "de_lowest_ev": 1.644,
  "homo_lumo_gap_ev": 8.0,
  "symbols": ["C", "O", "C", "C", "H", "H", "H", "H", "H", "H", "H", "H", "H", "O", "H", "H", "O"],
  "positions_angstrom": [[-0.774, 0.622, 0.328], [-1.253, -0.036, -0.757], [0.782, 0.632, 0.704], [1.780, 1.641, 0.025], [-1.029, 1.813, 0.213], [-1.172, 0.226, 1.378], [0.880, 0.904, 1.820], [1.164, -0.411, 0.531], [2.618, 1.251, -0.537], [1.324, 2.409, -0.639], [2.368, 2.313, 0.754], [-2.725, -1.543, 0.627], [-2.062, -1.127, -0.638], [-2.610, -1.922, -0.207], [0.228, -1.771, -0.625], [-0.183, -2.696, -1.566], [0.664, -2.305, -1.410]],
  "nbo_charge": [0.009, -0.898, -0.441, -0.620, 0.079, 0.079, 0.177, 0.190, 0.198, 0.201, 0.174, 0.435, 0.492, -1.060, 0.489, 0.465, -0.971]
}

***

{
  "formula": "C3H10N2O2",
  "method": "ωB97M-V/def2-TZVPD",
  "total_energy_ev": -10348.0840,
  "molar_mass_da": 106.12,
  "homo_energy_ev": -9.3,
  "lumo_ev": 0.6,
  "de_lowest_ev": 1.404,
  "homo_lumo_gap_ev": 9.8,
  "symbols": ["C", "N", "C", "O", "C", "N", "H", "H", "H", "H", "H", "H", "H", "H", "O", "H", "H"],
  "positions_angstrom": [[1.008, 1.593, 1.409], [0.878, 0.193, 1.228], [0.749, -0.391, 0.005], [0.844, 0.238, -1.034], [0.346, -1.871, -0.010], [-0.762, -1.980, -0.947], [0.095, 2.272, 1.708], [1.706, 1.798, 2.278], [1.205, 2.190, 0.537], [0.550, -0.359, 1.995], [-0.067, -2.137, 0.961], [1.121, -2.601, -0.276], [-1.676, -1.929, -0.538], [-0.747, -1.379, -1.777], [-1.817, 1.595, -2.182], [-2.476, 1.209, -1.599], [-0.956, 1.557, -1.758]],
  "nbo_charge": [-0.442, -0.611, 0.671, -0.649, -0.305, -0.849, 0.190, 0.205, 0.245, 0.392, 0.187, 0.217, 0.358, 0.392, -0.954, 0.465, 0.489]
}

***

Repeat the fifth record exactly.
{
  "formula": "C3H11O3",
  "method": "ωB97M-V/def2-TZVPD",
  "total_energy_ev": -9431.2493,
  "molar_mass_da": 95.12,
  "total_charge": -1,
  "homo_energy_ev": -3.9,
  "lumo_ev": 4.1,
  "de_lowest_ev": 1.644,
  "homo_lumo_gap_ev": 8.0,
  "symbols": ["C", "O", "C", "C", "H", "H", "H", "H", "H", "H", "H", "H", "H", "O", "H", "H", "O"],
  "positions_angstrom": [[-0.774, 0.622, 0.328], [-1.253, -0.036, -0.757], [0.782, 0.632, 0.704], [1.780, 1.641, 0.025], [-1.029, 1.813, 0.213], [-1.172, 0.226, 1.378], [0.880, 0.904, 1.820], [1.164, -0.411, 0.531], [2.618, 1.251, -0.537], [1.324, 2.409, -0.639], [2.368, 2.313, 0.754], [-2.725, -1.543, 0.627], [-2.062, -1.127, -0.638], [-2.610, -1.922, -0.207], [0.228, -1.771, -0.625], [-0.183, -2.696, -1.566], [0.664, -2.305, -1.410]],
  "nbo_charge": [0.009, -0.898, -0.441, -0.620, 0.079, 0.079, 0.177, 0.190, 0.198, 0.201, 0.174, 0.435, 0.492, -1.060, 0.489, 0.465, -0.971]
}